# 1
{
  "formula": "C3HCl2NO2",
  "method": "wB97M-V/def2-TZVPD",
  "e_above_lowest_ev": 0.5800,
  "smiles": "O=c1[nH]c(Cl)c(Cl)o1",
  "elements": ["C", "C", "C", "N", "O", "O", "Cl", "Cl", "H"],
  "positions_angstrom": [[-0.75403, -0.48862, -0.44357], [-0.73458, 0.21792, 0.91392], [1.22286, 0.56666, -0.04307], [0.51105, -0.26632, -0.90567], [2.35895, 0.94664, -0.23209], [0.44822, 0.83010, 1.04813], [-2.09152, -1.40911, -0.99567], [-1.85288, 0.58561, 2.17221], [0.89194, -0.98287, -1.51420]],
  "atomic_forces_ev_per_a": [[-1.7, 2.9, 7.5], [-1.6, -2.7, -4.6], [2.1, -0.4, -1.1], [-0.6, -0.6, -0.6], [-1.4, -0.2, 0.7], [1.1, 0.4, -0.6], [1.0, 0.3, -0.2], [0.3, -0.5, -1.0], [0.7, 0.7, 0.0]],
  "lowdin_charge": [-0.67, -0.69, -0.50, 0.11, 0.11, 0.05, 0.70, 0.72, 0.17]
}

# 2
{
  "formula": "C3H7N3",
  "method": "wB97M-V/def2-TZVPD",
  "e_above_lowest_ev": 1.9182,
  "smiles": "[H]/N=C(/C)NN=C",
  "elements": ["C", "C", "C", "H", "H", "H", "H", "H", "H", "H", "N", "N", "N"],
  "positions_angstrom": [[1.37481, 1.23834, -0.01525], [1.00139, -0.26291, -0.00383], [-2.50665, -0.12991, 0.10207], [2.30774, 1.28670, -0.66815], [0.45086, 1.82373, -0.41389], [1.66262, 1.65928, 1.04393], [1.91827, -1.99019, 0.09512], [-0.58436, -1.66272, -0.18638], [-3.26432, 0.65578, 0.12265], [-2.73502, -1.25873, 0.06689], [2.01301, -1.02190, 0.06881], [-0.33648, -0.65217, -0.14028], [-1.30187, 0.31471, -0.07169]],
  "atomic_forces_ev_per_a": [[-1.0, 0.9, 0.2], [0.9, 0.6, 0.1], [1.1, -0.2, -0.9], [-1.5, 0.2, 0.8], [2.1, -0.7, 0.6], [-0.7, -1.1, -2.0], [-0.8, -2.0, 0.0], [0.3, 1.2, 0.2], [0.0, -0.6, 0.1], [0.1, 1.8, 0.3], [0.5, 1.6, 0.1], [0.6, 0.2, -0.1], [-1.5, -1.8, 0.7]],
  "lowdin_charge": [-0.07, -0.48, -0.05, 0.08, 0.07, 0.10, 0.01, 0.15, 0.06, 0.09, 0.11, -0.02, -0.05]
}

Number 1: HOMO-LUMO gap 8.73 eV, HOMO energy -8.313 eV. Number 2: HOMO-LUMO gap 9.81 eV, HOMO energy -8.896 eV.